Molecular formula: C31H52N3O15
Method: DFT, the ωB97M-V functional and the def2-TZVPD basis

Computed properties:
DFT total energy (Ha): -2505.13658
Total charge: +1

Geometry (Å):
N 0.77721 2.25464 -1.82978
C 0.37212 1.36460 -2.92552
C 1.45373 1.13955 -3.94844
N 2.51215 0.27000 -3.75992
C 3.29762 0.31699 -4.83350
N 2.80284 1.18263 -5.69096
C 3.44466 1.52786 -6.99031
O 4.80496 1.31758 -6.93886
C 5.48847 2.29902 -6.20661
C 6.13010 1.96881 -5.02119
C 6.82974 2.93121 -4.30089
C 6.90335 4.23685 -4.77938
C 6.28299 4.54934 -5.98364
C 5.57550 3.59566 -6.70015
C 1.61570 1.71762 -5.16900
C 0.74906 2.71885 -5.85037
C 0.71902 4.10249 -5.16042
C -0.60301 4.39266 -4.43490
C -1.13441 5.79327 -4.58563
O -2.28031 6.01884 -4.42319
O -0.25356 6.77018 -4.95350
H 1.17276 3.09959 -2.22919
H 1.53193 1.83609 -1.29737
H -0.45651 1.82100 -3.45037
H 0.06574 0.40882 -2.51622
H 2.69768 -0.31331 -2.96067
H 4.19356 -0.24505 -5.01054
H 2.97981 0.90629 -7.74648
H 3.19226 2.56334 -7.19580
H 6.10109 0.94589 -4.68061
H 7.30993 2.63839 -3.38304
H 7.45033 4.97271 -4.21603
H 6.36289 5.55153 -6.37717
H 5.09511 3.82279 -7.64111
H 1.08653 2.82473 -6.87660
H -0.25178 2.30258 -5.90730
H 0.84467 4.85502 -5.93091
H 1.57294 4.21366 -4.49759
H -1.37336 3.74533 -4.84065
H -0.55171 4.16304 -3.37253
H 0.06588 7.23040 -4.16800
C -3.94795 -0.63452 2.05230
C -2.59314 -0.47056 1.40183
O -2.70102 -0.03121 0.03445
C -2.98316 1.25834 -0.12830
O -3.09972 2.08244 0.73856
O -3.07531 1.49737 -1.44205
C -3.41678 2.84706 -1.76780
H -4.57678 -1.30363 1.46325
H -3.83972 -1.04468 3.05574
H -4.46384 0.32080 2.13138
H -2.08013 -1.42921 1.35237
H -1.95998 0.21849 1.96054
H -2.72858 3.54596 -1.29617
H -4.43901 3.06895 -1.46825
H -3.33671 2.93434 -2.84858
C -5.63447 -0.78042 8.74664
C -4.29816 -0.55632 8.07554
O -4.44554 -0.12592 6.71103
C -4.78117 1.15201 6.54852
O -4.92709 1.96879 7.41905
O -4.90902 1.38092 5.23886
C -5.33491 2.70619 4.91251
H -6.23759 -1.48053 8.16705
H -5.48852 -1.19012 9.74545
H -6.19579 0.14923 8.83282
H -3.74686 -1.49325 8.02210
H -3.68703 0.16042 8.62379
H -4.68726 3.44846 5.37305
H -6.36483 2.85965 5.23072
H -5.27251 2.79034 3.83103
C -1.86703 -6.06541 10.09062
C -2.22106 -4.70496 10.65178
O -3.44087 -4.19383 10.09176
C -4.56024 -4.72918 10.58089
O -4.63249 -5.55402 11.45234
O -5.59243 -4.16874 9.94886
C -6.86938 -4.69040 10.32823
H -1.82654 -6.02864 9.00106
H -0.89636 -6.38683 10.46763
H -2.60844 -6.81134 10.37233
H -1.45854 -3.97674 10.38169
H -2.29437 -4.72453 11.73877
H -7.00499 -4.64367 11.40605
H -6.97408 -5.71713 9.98180
H -7.61222 -4.06585 9.84046
C 4.49464 -5.67374 -2.79772
C 5.92219 -5.52238 -3.27651
O 5.98836 -5.23602 -4.68536
C 5.71354 -3.99381 -5.04240
O 5.44676 -3.07157 -4.30587
O 5.79938 -3.90859 -6.37259
C 5.51629 -2.60634 -6.86414
H 3.97293 -6.42735 -3.38833
H 4.48033 -5.97693 -1.75152
H 3.94592 -4.73726 -2.89162
H 6.45958 -6.45963 -3.15454
H 6.45884 -4.75503 -2.71967
H 6.15913 -1.86698 -6.38902
H 4.46712 -2.35597 -6.69528
H 5.70903 -2.60799 -7.93282